10 unconnected molecules or ions with the total composition C11H41N10O10 in a non-equilibrium geometry. Source: the OMol25 dataset; level of theory: ωB97M-V/def2-TZVPD.

Each line ends with the Löwdin charge.
Atoms and positions in Å:
H  -0.664  -4.226  3.237  0.1057
C  -0.870  -0.342  0.040  -0.5726
C  -3.140  -1.679  -5.427  -0.1498
O  -5.258  -1.205  5.275  0.0442
H  1.353  -1.161  6.103  0.0748
H  -2.213  5.372  -7.154  0.1248
C  -0.955  -5.975  2.680  -0.8282
H  2.267  0.250  5.879  0.0690
H  -2.242  5.166  -5.383  0.1104
N  2.960  2.689  2.326  0.1729
H  1.837  -1.965  -5.321  0.0706
H  -2.402  -0.200  5.602  0.0997
H  -2.657  1.953  -5.284  0.1142
H  -3.409  -2.731  -5.515  0.0730
O  5.028  2.546  1.824  0.0560
C  -1.010  1.113  0.259  -0.1707
O  -0.168  -1.072  1.042  -0.4453
H  -0.144  5.637  -2.205  0.1193
H  -3.713  -0.044  6.755  0.1213
C  2.382  -1.735  -4.405  -0.2059
N  -3.345  -0.419  5.892  0.1635
H  -2.342  3.460  -4.461  0.1027
H  0.992  0.395  7.088  0.0792
O  -2.744  3.006  -7.503  0.0498
O  3.735  -1.647  -4.621  -0.1064
H  2.699  7.179  -2.858  0.1059
C  1.261  -0.076  6.143  -0.1638
H  -4.145  -1.464  -3.775  0.0677
H  2.023  2.331  2.206  0.1101
C  -4.085  -1.112  5.116  -0.8450
H  2.797  -5.165  3.540  0.0746
H  -1.901  -0.688  -0.031  0.0636
C  1.797  5.399  -2.875  -0.8243
O  -0.687  -7.139  2.764  0.0389
H  0.626  7.030  -2.568  0.1027
N  0.707  6.023  -2.588  0.1560
H  2.953  -3.462  3.612  0.0714
H  1.945  -0.863  -3.918  0.0805
N  -3.426  -1.502  4.045  0.1736
H  -3.185  -1.266  -6.435  0.0732
O  1.863  4.199  -3.007  0.0493
H  3.748  5.925  -3.224  0.1256
H  -0.378  -0.417  -0.930  0.0688
H  -2.479  -1.170  3.929  0.1026
H  -1.475  1.319  1.223  0.0571
N  -2.218  4.798  -6.323  0.1631
H  -1.695  -5.994  0.790  0.1143
H  3.922  -0.947  -5.251  0.0779
C  -2.578  3.585  -6.472  -0.8298
H  -4.060  -1.856  3.343  0.1200
C  3.291  -4.329  3.044  -0.2437
N  -1.448  -5.428  1.589  0.1606
O  -4.032  -0.937  -4.570  -0.1359
H  2.849  0.372  1.369  0.0976
O  2.960  -4.035  1.792  -0.0874
H  -1.363  -4.433  1.438  0.1031
H  2.185  -2.593  -3.763  0.0819
H  -1.499  1.643  -0.558  0.0506
H  0.707  -0.258  4.303  0.0657
H  -0.018  1.564  0.235  0.0455
N  -2.519  2.953  -5.316  0.1626
O  0.462  0.308  5.038  -0.1407
H  4.568  0.374  1.121  0.1110
H  2.215  -3.433  1.737  0.0845
H  -2.124  -1.514  -5.068  0.0722
C  3.949  2.103  1.770  -0.8642
N  2.811  6.179  -2.945  0.1650
N  3.719  0.883  1.321  0.1731
H  3.149  3.496  2.903  0.1197
N  -0.882  -5.128  3.636  0.1682
H  -0.665  -5.291  4.609  0.1227
H  4.377  -4.348  3.136  0.0815

The frontier orbital gap comes out at 0.2039 Ha. The calculation puts the maximum force at 0.1324 hartree/bohr. For the HOMO energy, the calculation gives -3.76 eV. Its charge is -1.